Arrangement P

Density functional theory data (wB97M-V/def2-TZVPD) for 11 unconnected molecules or ions with the total composition C20H65N19O11.

As for the structure (SMILES): COC[C@H](C)N.COC[C@H](C)N.COC[C@H](C)N.NC(N)=O.NC(N)=O.NC(N)=O.NC(N)=O.NC(N)=O.NC(N)=O.NC(N)=O.NC(N)=O. The value obtained for the highest occupied orbital energy is -9.276 eV. Its orbital gap is 9.1 eV.

```
! wB97M-V def2-TZVPD RIJCOSX def2/J DEFGRID3
* xyz 0 1
C -1.487 -1.927 -0.237
O -1.693 -1.200 0.963
C -0.637 -1.317 1.894
C -0.838 -0.486 3.147
C -1.044 0.990 2.813
N 0.340 -0.607 4.010
H -2.333 -1.672 -0.870
H -1.569 -3.001 -0.017
H -0.499 -1.779 -0.668
H -0.552 -2.372 2.197
H 0.280 -1.014 1.365
H -1.770 -0.846 3.603
H -1.153 1.547 3.750
H -1.951 1.142 2.241
H -0.157 1.379 2.312
H 0.606 -1.585 4.127
H 0.008 -0.360 4.947
C 2.235 0.738 -6.111
O 2.703 1.204 -4.866
C 2.765 2.596 -4.751
C 3.410 3.030 -3.457
C 2.779 2.370 -2.230
N 3.352 4.503 -3.355
H 2.111 -0.341 -6.062
H 2.828 1.063 -6.969
H 1.216 1.135 -6.253
H 3.325 3.073 -5.564
H 1.729 2.978 -4.771
H 4.456 2.713 -3.476
H 2.898 1.282 -2.252
H 1.699 2.562 -2.187
H 3.193 2.732 -1.288
H 3.615 4.724 -2.397
H 2.361 4.760 -3.339
C -2.211 0.305 -6.127
O -3.374 -0.416 -6.505
C -3.164 -1.323 -7.569
C -2.668 -0.681 -8.870
C -3.747 0.079 -9.609
N -2.149 -1.776 -9.714
H -1.300 -0.300 -6.187
H -2.359 0.580 -5.082
H -2.161 1.215 -6.728
H -2.401 -2.045 -7.251
H -4.119 -1.785 -7.814
H -1.823 -0.011 -8.658
H -4.388 0.640 -8.930
H -4.407 -0.643 -10.109
H -3.340 0.676 -10.426
H -1.886 -1.432 -10.633
H -1.272 -2.112 -9.325
N 0.201 1.972 6.977
C -0.583 0.901 7.279
N -1.365 1.035 8.391
O -0.583 -0.109 6.577
H 0.749 1.932 6.132
H 0.168 2.883 7.398
H -1.983 0.287 8.640
H -1.578 1.953 8.736
N 5.415 0.135 -3.302
C 4.703 -0.837 -2.643
N 3.522 -1.158 -3.220
O 5.144 -1.351 -1.610
H 5.000 0.621 -4.076
H 6.305 0.413 -2.937
H 2.861 -1.786 -2.757
H 3.139 -0.598 -3.970
N 1.331 -4.203 -0.173
C 2.367 -3.547 -0.774
N 3.216 -2.887 0.048
O 2.474 -3.516 -2.013
H 0.753 -4.814 -0.712
H 1.352 -4.250 0.833
H 3.039 -2.958 1.047
H 3.930 -2.311 -0.399
N -3.853 -2.323 4.614
C -3.548 -3.468 3.909
N -2.496 -4.183 4.444
O -4.186 -3.788 2.931
H -4.671 -1.806 4.344
H -3.502 -2.049 5.514
H -2.486 -5.170 4.249
H -2.185 -3.930 5.365
N -2.237 4.002 3.051
C -1.989 4.908 4.063
N -0.653 5.255 4.159
O -2.826 5.389 4.788
H -3.175 3.910 2.698
H -1.537 3.862 2.343
H -0.388 5.819 4.943
H 0.026 4.859 3.537
N 2.007 -3.254 4.921
C 2.808 -2.988 3.844
N 3.747 -2.018 4.026
O 2.719 -3.641 2.806
H 1.411 -4.054 4.829
H 2.088 -2.717 5.763
H 3.784 -1.428 4.835
H 4.316 -1.827 3.221
N 1.610 2.346 4.308
C 2.868 2.062 3.784
N 2.819 0.898 3.073
O 3.838 2.753 4.015
H 1.545 3.239 4.765
H 0.766 1.853 4.072
H 1.966 0.334 3.062
H 3.666 0.404 2.866
N -3.911 0.619 0.639
C -5.110 0.276 1.230
N -5.062 -0.907 1.911
O -6.092 1.008 1.236
H -3.835 1.554 0.293
H -3.143 0.011 0.909
H -5.894 -1.137 2.421
H -4.236 -1.466 2.037
*
```


Arrangement Q

Density functional theory data (wB97M-V/def2-TZVPD) for 11 unconnected molecules or ions with the total composition C20H65N19O11.

As for the structure (SMILES): COC[C@H](C)N.COC[C@H](C)N.COC[C@H](C)N.NC(N)=O.NC(N)=O.NC(N)=O.NC(N)=O.NC(N)=O.NC(N)=O.NC(N)=O.NC(N)=O. The value obtained for the highest occupied orbital energy is -8.837 eV. Its orbital gap is 8.8 eV.

```
! wB97M-V def2-TZVPD RIJCOSX def2/J DEFGRID3
* xyz 0 1
C 25.871 -29.945 -21.799
O 24.785 -29.228 -22.350
C 23.698 -30.073 -22.751
C 22.441 -29.284 -23.257
C 21.624 -28.682 -22.088
N 21.654 -30.130 -24.096
H 26.473 -29.096 -21.476
H 26.325 -30.489 -22.627
H 25.574 -30.704 -21.075
H 24.352 -30.557 -23.476
H 23.374 -30.812 -22.018
H 22.803 -28.492 -23.913
H 20.926 -27.981 -22.546
H 22.275 -28.110 -21.426
H 21.218 -29.488 -21.477
H 20.821 -29.641 -24.390
H 22.152 -30.483 -24.901
C 16.525 -39.147 -20.648
O 17.360 -38.020 -20.606
C 16.733 -36.798 -20.831
C 16.109 -36.546 -22.217
C 17.190 -36.798 -23.310
N 15.536 -35.294 -22.286
H 16.310 -39.516 -21.651
H 15.604 -39.142 -20.065
H 17.161 -39.871 -20.139
H 15.842 -36.599 -20.234
H 17.540 -36.163 -20.465
H 15.396 -37.370 -22.207
H 17.945 -37.446 -22.865
H 17.668 -35.845 -23.534
H 16.866 -37.199 -24.270
H 15.031 -35.147 -23.149
H 16.182 -34.524 -22.392
C 8.340 -31.042 -27.368
O 8.019 -31.222 -28.715
C 9.085 -31.544 -29.624
C 8.530 -31.974 -31.039
C 9.694 -32.110 -32.068
N 7.648 -30.918 -31.408
H 7.497 -30.655 -26.795
H 9.163 -30.329 -27.333
H 8.614 -32.035 -27.011
H 9.799 -30.727 -29.734
H 9.639 -32.381 -29.200
H 7.914 -32.871 -30.990
H 10.397 -32.880 -31.748
H 10.234 -31.165 -32.121
H 9.499 -32.317 -33.120
H 7.204 -31.172 -32.278
H 6.872 -30.802 -30.771
N 16.968 -21.747 -22.279
C 16.449 -22.650 -21.450
N 15.770 -22.233 -20.448
O 16.734 -23.831 -21.653
H 16.716 -20.776 -22.154
H 17.512 -22.145 -23.031
H 15.337 -22.876 -19.801
H 15.773 -21.247 -20.232
N 10.767 -33.724 -21.335
C 10.304 -34.612 -20.457
N 11.215 -35.482 -20.235
O 9.213 -34.629 -19.993
H 11.704 -33.460 -21.065
H 10.060 -33.059 -21.614
H 10.858 -36.357 -19.879
H 12.019 -35.549 -20.843
N 14.622 -31.955 -18.278
C 13.822 -31.471 -17.342
N 13.127 -30.463 -17.732
O 13.500 -32.091 -16.326
H 14.293 -31.640 -19.179
H 14.942 -32.909 -18.188
H 13.356 -30.027 -18.614
H 12.241 -30.217 -17.314
N 13.528 -35.699 -28.594
C 13.860 -34.583 -28.974
N 14.227 -34.794 -30.244
O 13.884 -33.563 -28.236
H 13.615 -36.521 -29.174
H 13.272 -35.827 -27.625
H 14.134 -35.734 -30.600
H 14.731 -34.069 -30.735
N 12.234 -25.140 -27.005
C 12.305 -23.963 -26.655
N 13.497 -23.749 -26.130
O 11.353 -23.216 -26.555
H 11.339 -25.423 -27.378
H 13.138 -25.551 -27.188
H 14.260 -24.407 -26.067
H 13.482 -22.870 -25.632
N 13.136 -30.202 -24.423
C 14.074 -29.758 -23.676
N 14.783 -28.891 -24.324
O 14.159 -30.045 -22.520
H 12.615 -31.017 -24.133
H 13.315 -29.994 -25.395
H 14.655 -28.835 -25.324
H 15.618 -28.582 -23.847
N 18.163 -25.015 -27.860
C 18.809 -25.445 -26.839
N 19.521 -24.503 -26.286
O 18.810 -26.567 -26.411
H 18.213 -24.006 -27.849
H 17.614 -25.587 -28.485
H 20.016 -24.663 -25.420
H 19.538 -23.689 -26.883
N 15.027 -29.769 -31.311
C 15.215 -28.654 -30.648
N 15.842 -27.874 -31.453
O 14.594 -28.298 -29.681
H 15.424 -29.845 -32.237
H 14.646 -30.555 -30.804
H 15.988 -26.927 -31.131
H 16.515 -28.262 -32.098
*
```


Stability order, top to bottom: arrangement P, arrangement Q